The following is a quantum chemistry calculation of a 2-piece molecular cluster, C30H44BClF10N4O10S overall in a non-equilibrium geometry, from the Open Molecules 2025 dataset.

Each atom is followed by the atoms it is bonded to, with distances in Å.
Positions of all 101 atoms, in Å:
1 Cl 4.6781 -3.3389 -0.9938  C40 1.843
2 S 3.4878 -4.0103 -3.8229  C51 1.912, H61 1.406
3 F 2.4066 -1.5942 3.1812  C45 1.513
4 F 6.2180 0.2987 4.3237  C46 1.513
5 F 3.9365 0.6755 2.9834  C29 1.511
6 F -2.8871 -6.7814 -0.0112  C44 1.510
7 F -1.4486 -8.6769 -0.3435  C44 1.481
8 F -2.1571 -7.9916 1.9475  C44 1.499
9 F 6.7209 -1.9011 3.5812  C46 1.512
10 F 5.6565 -0.3965 1.5183  C29 1.514
11 F 4.2958 -3.0440 2.4023  C45 1.472
12 F 4.8167 -6.5831 -0.9715  C30 1.513
13 O 0.8666 -3.8340 1.5364  C27 1.510, C47 1.478
14 O 2.9651 -0.2698 0.3278  C36 1.370
15 O 1.1146 -1.7084 -0.7213  N24 1.324, C48 1.421
16 O -0.6359 -4.8958 -3.9620  B57 1.506, H70 1.021
17 O -2.3370 4.8949 -0.8698  N26 1.408
18 O 4.9587 -2.7396 5.7849  C37 1.354
19 O 3.5590 -6.6453 1.0619  C30 1.361
20 O 0.6520 -7.3987 1.2998  C35 1.430, H83 1.013
21 O 3.7867 -0.6529 5.9896  C37 1.501, H64 1.016
22 O -0.9988 -2.7892 -2.6201  B57 1.506, H84 1.008
23 N 2.1797 -5.1725 3.6067  C47 1.316
24 N 2.0711 -2.4578 -0.1963  O15 1.324, C27 1.514, C36 1.505, C40 1.554
25 N 1.1299 -4.3026 -2.2067  C28 1.494, C51 1.468, B57 1.455
26 N -3.0573 6.1046 -0.8417  O17 1.408, C42 1.503, C52 1.503
27 C 1.7177 -3.8477 0.2894  O13 1.510, N24 1.514, C28 1.650, H63 1.197
28 C 1.1828 -4.9181 -0.8467  N25 1.494, C27 1.650, C39 1.659, C54 1.673
29 C 4.6337 -0.6130 2.6131  F5 1.511, F10 1.514, C45 1.679, C46 1.642
30 C 3.4705 -6.4886 -0.2872  F12 1.513, O19 1.361, C39 1.602
31 C -3.2212 8.2572 -2.0956  C52 1.553, H77 1.096, H87 1.088, H96 1.097
32 C -4.4710 7.4627 0.7252  C42 1.553, H86 1.098, H93 1.096, H100 1.088
33 C -0.5651 0.1934 -0.4568  C43 1.670, C48 1.670, C53 1.642, H66 1.176
34 C -3.8344 5.2133 1.4207  C42 1.566, H67 1.098, H68 1.095, H92 1.097
35 C -0.4056 -6.5589 0.8294  O20 1.430, C44 1.676, C54 1.603, H82 1.195
36 C 2.8493 -1.5715 0.7379  O14 1.370, N24 1.505, C45 1.620
37 C 4.7596 -1.5160 5.2409  O18 1.354, O21 1.501, C46 1.629
38 C -2.0515 7.0037 1.3127  C42 1.551, C50 1.524, H59 1.099, H95 1.099
39 C 2.1625 -6.2168 -1.1721  C28 1.659, C30 1.602, H89 1.198, H90 1.198
40 C 3.0352 -2.6113 -1.4054  Cl1 1.843, N24 1.554, C51 1.631, H78 1.197
41 C -1.0606 7.6897 -0.8872  C50 1.525, C52 1.552, H65 1.099, H76 1.096
42 C -3.3093 6.4398 0.6013  N26 1.503, C32 1.553, C34 1.566, C38 1.551
43 C -2.2134 0.0329 -0.6690  C33 1.670, C49 1.666, C56 1.641, H72 1.193
44 C -1.7311 -7.5533 0.5785  F6 1.510, F7 1.481, F8 1.499, C35 1.676
45 C 3.5299 -1.8056 2.1898  F3 1.513, F11 1.472, C29 1.679, C36 1.620
46 C 5.5549 -0.9993 3.9165  F4 1.513, F9 1.512, C29 1.642, C37 1.629
47 C 1.5473 -4.5556 2.6315  O13 1.478, N23 1.316
48 C 0.0089 -1.2856 0.0654  O15 1.421, C33 1.670, H58 1.169, H98 1.194
49 C -2.9126 -0.1869 0.8267  C43 1.666, H75 1.182, H79 1.183, H88 1.182
50 C -1.3830 8.1320 0.5364  C38 1.524, C41 1.525, H91 1.095, H94 1.095
51 C 2.1874 -3.3565 -2.5833  S2 1.912, N25 1.468, C40 1.631, H71 1.197
52 C -2.2801 7.1057 -1.6494  N26 1.503, C31 1.553, C41 1.552, C55 1.567
53 C 0.1837 0.7407 -1.8121  C33 1.642, H62 1.193, H74 1.180, H97 1.189
54 C -0.2856 -5.6254 -0.4679  C28 1.673, C35 1.603, H69 1.198, H80 1.199
55 C -1.7604 6.5233 -3.0076  C52 1.567, H81 1.096, H85 1.097, H101 1.096
56 C -2.9020 1.3153 -1.4261  C43 1.641, H60 1.193, H73 1.193, H99 1.184
57 B -0.1135 -3.9774 -2.8888  O16 1.506, O22 1.506, N25 1.455
58 H 0.1332 -1.2028 1.2251  C48 1.169
59 H -2.3149 7.3674 2.3154  C38 1.099
60 H -2.6115 1.3527 -2.5828  C56 1.193
61 H 4.1462 -5.1295 -3.2832  S2 1.406
62 H -0.0633 1.9063 -1.8762  C53 1.193
63 H 2.7408 -4.1891 0.8088  C27 1.197
64 H 2.8806 -0.6862 5.5314  O21 1.016
65 H -0.2598 6.9381 -0.8376  C41 1.099
66 H -0.3864 0.9747 0.4042  C33 1.176
67 H -4.7188 4.7715 0.9439  C34 1.098
68 H -3.0810 4.4276 1.5399  C34 1.095
69 H -1.1315 -4.7964 -0.2860  C54 1.198
70 H -1.3250 -5.4768 -3.4833  O16 1.021
71 H 1.6553 -2.4842 -3.2071  C51 1.197
72 H -2.4596 -0.9470 -1.3031  C43 1.193
73 H -4.0797 1.1948 -1.2818  C56 1.193
74 H 1.3609 0.6684 -1.7823  C53 1.180
75 H -3.1192 -1.3404 0.9780  C49 1.182
76 H -0.6427 8.5406 -1.4375  C41 1.096
77 H -4.1801 7.8669 -2.4566  C31 1.096
78 H 3.3034 -1.5431 -1.8745  C40 1.197
79 H -2.2011 0.2087 1.6856  C49 1.183
80 H -0.6037 -6.3788 -1.3449  C54 1.199
81 H -0.9841 5.7615 -2.8717  C55 1.096
82 H -0.7498 -5.8708 1.7443  C35 1.195
83 H 0.8399 -8.1992 0.7078  O20 1.013
84 H -0.4835 -1.9368 -2.7730  O22 1.008
85 H -1.3062 7.3083 -3.6251  C55 1.097
86 H -4.7721 7.5842 1.7737  C32 1.098
87 H -3.4161 8.9907 -1.3159  C31 1.088
88 H -3.9525 0.3754 0.8047  C49 1.182
89 H 2.5345 -6.2464 -2.3102  C39 1.198
90 H 1.5099 -7.2204 -1.1261  C39 1.198
91 H -2.0204 9.0228 0.5263  C50 1.095
92 H -4.1259 5.5120 2.4352  C34 1.097
93 H -5.3553 7.1275 0.1714  C32 1.096
94 H -0.4582 8.4240 1.0448  C50 1.095
95 H -1.3169 6.2015 1.4672  C38 1.099
96 H -2.7821 8.8319 -2.9209  C31 1.097
97 H -0.2540 0.2816 -2.8173  C53 1.189
98 H -0.9022 -2.0371 -0.1092  C48 1.194
99 H -2.5529 2.2876 -0.8476  C56 1.184
100 H -4.2172 8.4656 0.3898  C32 1.088
101 H -2.5788 6.0817 -3.5878  C55 1.096

The calculation puts the total energy at -109438.1283 eV. The energy above the lowest of the compared OMol25 structures with the same formula, charge and spin is 453.92 kcal/mol. As for the HOMO-LUMO gap (spin up / spin down): 0.170 / 0.192 Ha. The value obtained for the largest force on an atom is 12.27 eV/A. Its net charge is +1. The spin multiplicity is 2.